The following is a DFT calculation (the ωB97M-V functional and the def2-TZVPD basis) of a 8-piece molecular cluster, C39H72I2N2O16PS7 overall at a distorted geometry.

Each line ends with the Löwdin charge.
Atoms and positions in Å:
C (-9.067, -5.018, 3.037)  -0.023
C (-8.043, -5.765, 3.823)  -0.433
N (-8.311, -6.237, 4.963)  0.153
C (-6.691, -5.931, 3.120)  -0.090
C (-5.811, -4.740, 3.438)  -0.141
C (-5.723, -4.357, 4.777)  0.038
C (-4.975, -3.265, 5.107)  0.017
N (-4.352, -2.567, 4.153)  0.108
C (-4.389, -2.890, 2.847)  -0.290
C (-3.607, -1.965, 1.960)  -0.669
I (-4.179, 0.077, 2.416)  0.862
C (-2.052, -2.211, 2.217)  -0.750
C (-1.330, -2.780, 0.996)  -0.162
I (-1.036, -0.391, 2.716)  0.927
C (-5.116, -4.018, 2.438)  -0.160
P (-5.234, -4.512, 0.642)  0.894
O (-5.163, -6.149, 0.761)  -0.265
O (-3.773, -4.195, 0.015)  -0.290
H (-9.988, -4.907, 3.590)  0.085
H (-9.217, -5.559, 2.105)  0.092
H (-8.666, -4.043, 2.759)  0.088
H (-7.507, -6.747, 5.334)  0.055
H (-6.905, -6.004, 2.067)  0.081
H (-6.265, -6.862, 3.482)  0.142
H (-6.224, -4.915, 5.544)  0.108
H (-4.867, -2.947, 6.132)  0.142
H (-3.814, -1.759, 4.451)  0.122
H (-3.853, -2.062, 0.918)  0.032
H (-1.891, -2.841, 3.082)  0.067
H (-0.284, -2.496, 1.029)  0.040
H (-1.727, -2.399, 0.064)  0.057
H (-1.334, -3.868, 1.014)  0.076
H (-4.751, -6.449, -0.062)  0.073
H (-3.070, -4.767, 0.361)  0.071
C (3.825, 1.772, 0.650)  -0.213
C (4.619, 0.756, -0.179)  -0.201
C (4.065, -0.636, 0.150)  -0.212
S (2.344, -0.386, 0.616)  0.634
O (2.183, -0.744, 2.009)  -0.409
O (1.471, -0.945, -0.395)  -0.352
C (2.363, 1.393, 0.482)  -0.232
H (4.001, 2.794, 0.323)  0.097
H (4.115, 1.699, 1.702)  0.121
H (4.478, 0.966, -1.241)  0.118
H (5.687, 0.812, 0.027)  0.114
H (4.100, -1.308, -0.705)  0.101
H (4.574, -1.088, 0.999)  0.102
H (1.714, 1.821, 1.243)  0.109
H (2.012, 1.661, -0.515)  0.060
C (-8.984, -4.367, 9.883)  -0.216
C (-8.963, -5.859, 9.523)  -0.205
C (-7.644, -6.134, 8.791)  -0.218
S (-6.465, -4.924, 9.412)  0.668
O (-6.091, -4.040, 8.327)  -0.349
O (-5.460, -5.579, 10.203)  -0.311
C (-7.613, -4.061, 10.478)  -0.226
H (-9.782, -4.131, 10.584)  0.118
H (-9.140, -3.771, 8.981)  0.119
H (-9.008, -6.455, 10.436)  0.120
H (-9.816, -6.138, 8.908)  0.117
H (-7.257, -7.129, 8.991)  0.106
H (-7.745, -5.982, 7.717)  0.073
H (-7.367, -3.002, 10.491)  0.109
H (-7.508, -4.483, 11.477)  0.112
C (-3.220, -2.077, -2.505)  -0.230
C (-1.702, -1.901, -2.659)  -0.203
C (-1.365, -2.138, -4.136)  -0.205
S (-2.827, -1.679, -5.068)  0.661
O (-3.361, -2.853, -5.707)  -0.312
O (-2.561, -0.476, -5.817)  -0.331
C (-3.849, -1.286, -3.649)  -0.221
H (-3.574, -1.723, -1.537)  0.096
H (-3.483, -3.133, -2.594)  0.112
H (-1.421, -0.885, -2.374)  0.123
H (-1.143, -2.583, -2.021)  0.107
H (-0.534, -1.525, -4.467)  0.075
H (-1.153, -3.186, -4.337)  0.114
H (-4.879, -1.561, -3.861)  0.109
H (-3.774, -0.212, -3.478)  0.106
C (-0.692, 4.355, -4.393)  -0.215
C (-0.826, 2.833, -4.550)  -0.207
C (0.584, 2.234, -4.448)  -0.228
S (1.527, 3.358, -3.419)  0.681
O (2.579, 3.951, -4.203)  -0.309
O (1.805, 2.714, -2.156)  -0.329
C (0.227, 4.567, -3.193)  -0.223
H (-1.657, 4.835, -4.243)  0.115
H (-0.239, 4.783, -5.291)  0.120
H (-1.453, 2.440, -3.746)  0.113
H (-1.298, 2.561, -5.493)  0.114
H (0.589, 1.255, -3.981)  0.078
H (1.072, 2.181, -5.418)  0.101
H (0.665, 5.560, -3.141)  0.109
H (-0.282, 4.333, -2.259)  0.109
C (5.850, 7.305, -0.056)  -0.218
C (6.275, 6.595, 1.235)  -0.211
C (5.030, 6.464, 2.123)  -0.217
S (3.625, 6.403, 1.002)  0.662
O (2.811, 7.574, 1.213)  -0.321
O (3.041, 5.082, 1.028)  -0.339
C (4.566, 6.613, -0.504)  -0.220
H (6.629, 7.246, -0.817)  0.070
H (5.651, 8.360, 0.148)  0.125
H (6.662, 5.603, 0.991)  0.115
H (7.066, 7.138, 1.751)  0.114
H (5.040, 5.556, 2.721)  0.099
H (4.898, 7.330, 2.768)  0.103
H (3.982, 7.192, -1.216)  0.108
H (4.770, 5.620, -0.905)  0.108
C (3.176, -1.519, -8.137)  -0.215
C (1.855, -0.744, -8.253)  -0.205
C (1.027, -1.055, -6.999)  -0.219
S (2.217, -1.432, -5.702)  0.654
O (2.062, -2.812, -5.318)  -0.317
O (2.185, -0.380, -4.716)  -0.328
C (3.680, -1.276, -6.717)  -0.225
H (3.903, -1.191, -8.877)  0.117
H (2.995, -2.584, -8.291)  0.120
H (2.066, 0.327, -8.299)  0.117
H (1.309, -1.008, -9.156)  0.117
H (0.416, -0.211, -6.686)  0.091
H (0.399, -1.934, -7.136)  0.108
H (4.426, -1.996, -6.386)  0.109
H (4.058, -0.261, -6.596)  0.110
C (11.523, 7.021, -2.896)  -0.218
C (11.961, 6.345, -1.589)  -0.211
C (10.723, 6.250, -0.686)  -0.217
S (9.307, 6.163, -1.790)  0.671
O (8.503, 7.349, -1.606)  -0.329
O (8.711, 4.854, -1.718)  -0.323
C (10.231, 6.326, -3.313)  -0.227
H (12.285, 6.940, -3.669)  0.117
H (11.335, 8.082, -2.719)  0.120
H (12.338, 5.344, -1.805)  0.118
H (12.760, 6.897, -1.097)  0.115
H (10.733, 5.361, -0.061)  0.103
H (10.605, 7.136, -0.067)  0.105
H (9.642, 6.890, -4.033)  0.110
H (10.422, 5.321, -3.688)  0.109

- E (eV) = -178680.510
- lowest unoccupied orbital energy (eV) = -3.87
- max |F| (eV/Å) = 1.70
- net charge = +1
- frontier orbital gap (eV) = 6.60

---

The following is a DFT calculation (the ωB97M-V functional and the def2-TZVPD basis) of a 2-piece molecular cluster, CH5N2O3S overall at a distorted geometry.

Each line ends with the Löwdin charge.
Atoms and positions in Å:
C (0.020, -0.172, 0.034)  -0.427
N (0.409, -1.444, -0.117)  0.261
N (-1.244, 0.060, 0.238)  0.254
O (3.268, -0.080, -0.462)  -0.713
O (0.468, 2.080, 0.101)  0.130
O (0.930, 0.744, -0.143)  0.027
S (4.316, 0.693, 0.157)  0.811
H (-0.155, -2.196, -0.452)  0.149
H (1.360, -1.383, -0.352)  0.090
H (-1.886, -0.698, 0.050)  0.151
H (-1.710, 0.961, 0.441)  0.168
H (1.053, 2.601, -0.381)  0.099

- E (eV) = -21064.786
- energy above the lowest of the compared OMol25 structures with the same formula, charge and spin (eV) = 0.181
- lowest unoccupied orbital energy (alpha / beta) (eV) = -4.71 / -4.71
- max |F| (eV/Å) = 4.27
- net charge = +1
- frontier orbital gap (alpha / beta) (eV) = 7.82 / 7.80

---

The following is a DFT calculation (the ωB97M-V functional and the def2-TZVPD basis) of a 2-piece molecular cluster, C2H6N2O3 overall at a distorted geometry.

Each line ends with the Löwdin charge.
Atoms and positions in Å:
C (2.035, 0.048, -0.192)  -0.688
C (0.411, -0.429, -0.425)  -0.384
N (-0.140, 0.040, -1.463)  0.181
N (0.059, -1.455, 0.325)  0.159
O (2.612, -0.665, 0.556)  0.068
O (2.190, 1.032, -0.867)  0.018
O (-0.418, 1.303, 1.142)  0.028
H (0.495, 0.938, -1.635)  0.178
H (-1.095, -0.140, -1.675)  0.119
H (-0.934, -1.834, 0.178)  0.159
H (-0.051, 1.235, 1.993)  0.045
H (0.670, -1.751, 1.097)  0.128
H (0.161, 1.848, 0.732)  -0.011

- E (eV) = -11293.476
- energy above the lowest of the compared OMol25 structures with the same formula, charge and spin (eV) = 1.851
- lowest unoccupied orbital energy (eV) = 0.43
- max |F| (eV/Å) = 5.14
- net charge = 0
- frontier orbital gap (eV) = 9.76

---

The following is a DFT calculation (the ωB97M-V functional and the def2-TZVPD basis) of one molecule with the formula C3H5N3.

Each line ends with the Löwdin charge.
Atoms and positions in Å:
N (1.574, -1.299, -0.165)  0.116
C (0.607, -0.486, -0.049)  -0.428
C (-0.534, -0.064, -0.965)  -0.150
N (-1.444, 0.748, -0.155)  0.035
C (-0.824, 0.947, 0.941)  -0.212
N (0.411, 0.332, 1.059)  0.088
H (1.506, -1.800, -1.049)  0.045
H (-0.087, 0.575, -1.735)  0.125
H (-1.046, -0.888, -1.469)  0.117
H (-1.211, 1.551, 1.758)  0.122
H (1.046, 0.375, 1.839)  0.143

- SMILES string = [H]/N=C1\CN=CN1
- E (eV) = -7662.057
- energy above the lowest of the compared OMol25 structures with the same formula, charge and spin (eV) = 0.399
- lowest unoccupied orbital energy (eV) = 0.93
- max |F| (eV/Å) = 0.37
- net charge = 0
- frontier orbital gap (eV) = 10.01

---

The following is a DFT calculation (the ωB97M-V functional and the def2-TZVPD basis) of a 2-piece molecular cluster, C8H10N2O4S overall at a distorted geometry.

Each line ends with the Löwdin charge.
Atoms and positions in Å:
C (1.482, 0.587, 0.982)  -0.051
C (2.027, -0.399, -1.119)  -0.027
C (0.150, 0.368, 0.767)  -0.051
C (0.647, -0.549, -1.384)  0.005
C (2.423, 0.140, 0.071)  -0.275
C (-0.318, -0.235, -0.454)  -0.382
C (3.934, 0.363, 0.272)  -0.047
C (-5.211, -0.647, -0.311)  -0.119
N (-1.600, -0.220, -0.853)  -0.054
N (-1.747, 1.984, -0.898)  0.175
O (-0.952, 2.287, -0.106)  0.072
O (-3.236, 1.424, 0.182)  -0.285
O (-2.705, -0.634, 1.479)  -0.231
O (-3.850, -0.779, -0.651)  -0.288
S (-2.803, 0.012, 0.226)  0.591
H (1.849, 0.724, 1.986)  0.115
H (2.775, -0.814, -1.765)  0.112
H (-0.752, 0.496, 1.482)  0.126
H (0.356, -0.760, -2.334)  0.082
H (4.141, 1.005, 1.176)  0.095
H (4.316, -0.581, 0.127)  0.041
H (4.609, 0.882, -0.437)  0.084
H (-5.718, 0.278, -0.613)  0.084
H (-5.359, -0.651, 0.853)  0.125
H (-5.661, -1.520, -0.827)  0.103

- E (eV) = -30457.374
- energy above the lowest of the compared OMol25 structures with the same formula, charge and spin (eV) = 4.621
- lowest unoccupied orbital energy (alpha / beta) (eV) = -0.97 / -0.98
- max |F| (eV/Å) = 4.93
- net charge = 0
- frontier orbital gap (alpha / beta) (eV) = 7.36 / 7.35

---

The following is a DFT calculation (the ωB97M-V functional and the def2-TZVPD basis) of one molecule with the formula C18H11N7O at a distorted geometry.

Each line ends with the Löwdin charge.
Atoms and positions in Å:
N (3.795, -1.292, 2.767)  0.163
C (2.888, -0.676, 2.356)  -0.169
N (-1.958, -1.277, -2.607)  0.083
N (-1.453, -0.342, -1.920)  0.067
N (-0.624, -2.223, -1.071)  0.186
N (2.975, 5.259, 1.989)  0.064
N (-1.150, -4.905, -1.985)  0.106
O (-0.092, 3.203, 1.549)  0.029
C (-1.429, -2.453, -2.083)  -0.269
C (-1.478, -6.147, -2.351)  -0.132
C (2.509, 6.241, 2.805)  -0.148
C (2.143, 4.262, 1.568)  -0.070
C (-1.697, -3.824, -2.575)  -0.217
C (-2.377, -6.367, -3.375)  -0.085
C (1.176, 6.303, 3.167)  -0.063
C (-2.559, -4.032, -3.676)  -0.015
C (-2.953, -5.318, -4.054)  -0.061
C (0.300, 5.290, 2.704)  0.020
C (1.331, 1.248, 2.101)  0.064
C (1.066, -0.786, 0.736)  0.042
C (-0.279, 1.196, 0.311)  0.071
C (1.737, -0.071, 1.757)  -0.195
C (0.777, 4.235, 1.896)  -0.220
C (0.346, 1.918, 1.313)  -0.231
C (0.026, -0.151, 0.065)  -0.154
N (-0.641, -0.890, -0.949)  -0.097
H (-1.053, -7.009, -1.831)  0.110
H (3.153, 7.038, 3.168)  0.103
H (2.581, 3.494, 0.928)  0.122
H (-2.667, -7.378, -3.656)  0.105
H (0.836, 7.063, 3.843)  0.096
H (-2.981, -3.162, -4.165)  0.102
H (-3.639, -5.510, -4.852)  0.102
H (-0.755, 5.327, 2.990)  0.120
H (1.809, 1.804, 2.866)  0.116
H (1.331, -1.817, 0.583)  0.121
H (-0.994, 1.750, -0.310)  0.133

- SMILES string = N#Cc1cc(Oc2cccnc2)cc(-n2nnc(-c3ccccn3)n2)c1
- E (eV) = -31320.144
- energy above the lowest of the compared OMol25 structures with the same formula, charge and spin (eV) = 0.153
- lowest unoccupied orbital energy (eV) = -0.52
- max |F| (eV/Å) = 2.77
- net charge = 0
- frontier orbital gap (eV) = 8.69

---

The following is a DFT calculation (the ωB97M-V functional and the def2-TZVPD basis) of a 2-piece molecular cluster, CH3N2OP overall at a distorted geometry.

Each line ends with the Löwdin charge.
Atoms and positions in Å:
C (0.074, -0.358, -0.815)  -0.100
N (0.261, -1.511, -0.359)  -0.227
N (0.479, -2.541, 0.010)  0.196
O (-2.708, 1.107, 0.201)  -0.539
P (-3.030, -0.266, -0.014)  0.757
H (-0.766, 0.227, -0.758)  -0.053
H (0.842, 0.135, -1.468)  0.099
H (-2.380, -0.680, -1.231)  -0.133

- E (eV) = -15398.497
- energy above the lowest of the compared OMol25 structures with the same formula, charge and spin (eV) = 3.752
- lowest unoccupied orbital energy (eV) = -1.11
- max |F| (eV/Å) = 4.37
- net charge = 0
- frontier orbital gap (eV) = 7.64

---

The following is a DFT calculation (the ωB97M-V functional and the def2-TZVPD basis) of an isolated ion of composition C7H13NP and charge +1 at a distorted geometry.

Each line ends with the Löwdin charge.
Atoms and positions in Å:
C (-1.721, -0.236, 0.158)  -0.280
C (-1.570, 0.385, -1.234)  -0.045
C (-0.570, -1.112, 0.718)  -0.156
C (-1.751, 1.165, 0.773)  -0.111
C (-1.589, 1.687, -0.739)  0.020
C (0.971, -1.382, -1.049)  0.007
C (1.420, 0.202, 0.749)  -0.256
N (0.724, -0.826, 0.308)  -0.165
P (2.900, 1.009, -0.021)  0.912
H (-2.652, -0.711, 0.363)  0.137
H (-1.567, -0.103, -2.175)  0.087
H (-0.659, -0.989, 1.774)  0.132
H (-0.655, -2.197, 0.569)  0.149
H (-2.692, 1.355, 1.324)  0.124
H (-0.867, 1.368, 1.396)  0.081
H (-1.546, 2.739, -1.203)  0.125
H (0.036, -1.189, -1.621)  0.097
H (1.410, -2.417, -1.006)  0.132
H (1.926, -0.957, -1.452)  0.067
H (1.131, 0.818, 1.584)  0.083
H (3.648, 1.447, 1.174)  -0.034
H (3.672, -0.056, -0.387)  -0.105

- SMILES string = C/[N+](=C\P)C[C@@H]1C=CC1
- E (eV) = -18238.318
- energy above the lowest of the compared OMol25 structures with the same formula, charge and spin (eV) = 1.530
- lowest unoccupied orbital energy (eV) = -4.73
- max |F| (eV/Å) = 4.30
- net charge = +1
- frontier orbital gap (eV) = 8.53